C2H2N2OS | the ωB97M-V functional and the def2-TZVPD basis

Geometry (Å):
C (1.7327, 0.7413, -0.7497)
C (1.3838, -0.0913, 0.1806)
N (2.2087, 1.7095, 2.6027)
N (1.7153, 2.3180, 3.3707)
O (1.0183, 2.8116, 4.0948)
S (1.9651, 1.6410, -2.0559)
H (0.4047, -0.1469, 0.4526)
H (1.9885, -0.7154, 0.7217)

Force components x, y, z for each atom (eV/Å):
C 0.0352 0.8605 -2.2575
C 0.9564 1.2597 -1.3692
N 2.5146 -1.3629 -2.1256
N 0.9463 -2.1493 -2.4360
O -3.4163 3.5649 4.6557
S -0.0889 -1.0234 1.9474
H -2.8348 0.0792 0.5606
H 1.8876 -1.2286 1.0247

Output
Structure (SMILES) ... N#[N+][O-].C=C=S
HOMO-LUMO gap ... 8.54 eV
E ... -660.213637 a.u.
E_HOMO ... -8.68 eV
Energy relative to the best compared isomer or geometry (same formula, charge and spin) ... 352.0 kJ/mol



C8H18IN2S | the ωB97M-V functional and the def2-TZVPD basis

Geometry (Å):
C (-0.6423, 1.1278, -1.1258)
C (1.3617, 1.0335, 0.1762)
C (-1.4774, 1.1732, 0.1556)
C (0.5371, 1.0203, 1.4643)
C (2.0731, -1.5365, -0.9463)
C (-1.4957, 1.9620, 2.4772)
C (-0.2869, -3.3050, -2.1108)
C (0.8149, -0.8378, -1.3139)
N (0.5981, 0.4251, -0.8905)
N (-0.7015, 1.8081, 1.2479)
S (-0.2828, -1.5232, -2.4544)
I (-0.7866, -2.6371, 1.4265)
H (-1.2140, 0.6208, -1.9008)
H (-0.4134, 2.1397, -1.4782)
H (1.6034, 2.0634, -0.1131)
H (2.2955, 0.5026, 0.3429)
H (-2.3963, 1.7324, -0.0191)
H (-1.7293, 0.1542, 0.4714)
H (0.2487, -0.0124, 1.7093)
H (1.1047, 1.4458, 2.2913)
H (2.0780, -1.8533, 0.0977)
H (2.2136, -2.4233, -1.5584)
H (2.9346, -0.8895, -1.1160)
H (-0.9025, 2.4524, 3.2475)
H (-2.3806, 2.5644, 2.2768)
H (-1.8069, 0.9836, 2.8407)
H (-0.2919, -3.8301, -3.0605)
H (-1.2037, -3.5083, -1.5626)
H (0.5644, -3.5967, -1.5100)
H (-0.4159, 2.7440, 0.9352)

Force components x, y, z for each atom (eV/Å):
C -0.5933 0.2460 -0.0692
C 0.3761 0.1840 0.4712
C -0.3403 -0.3686 -0.7353
C 0.7274 -0.4117 -0.0328
C 0.2687 -0.2950 0.1407
C -0.5298 0.0422 0.8229
C 0.0319 0.0053 -0.1216
C -0.4788 0.8345 0.2813
N 0.2478 -1.8261 -0.6349
N 0.1496 0.3608 -0.1313
S 0.0189 0.1248 0.1919
I 0.1390 0.6221 -0.2028
H -0.0309 0.1880 0.1169
H 0.0331 -0.0808 -0.0335
H 0.0636 -0.0875 -0.0315
H -0.0872 0.0742 0.0271
H 0.0801 0.0875 0.0950
H 0.0873 0.0041 0.1337
H -0.1265 0.0408 0.0368
H -0.0803 0.1117 -0.0469
H -0.1918 0.0476 0.0554
H -0.0384 0.0838 0.0151
H -0.0381 0.1168 -0.0805
H 0.0943 -0.0237 -0.1236
H 0.0738 -0.0236 -0.1293
H 0.1024 -0.0898 -0.1555
H 0.1015 0.0874 -0.1546
H 0.0847 0.0855 0.1428
H -0.0125 -0.0429 0.0712
H -0.1325 -0.0972 0.0813

Output
HOMO-LUMO gap ... 6.23 eV
E ... -1120.760572 a.u.
E_HOMO ... -10.29 eV
Energy relative to the best compared isomer or geometry (same formula, charge and spin) ... 0.0 kJ/mol
Net charge ... +1



C3H4N | the ωB97M-V functional and the def2-TZVPD basis

Geometry (Å):
C (-0.7966, -0.3686, -0.0890)
C (1.9442, -0.0327, 0.1611)
C (0.8153, 0.3621, -0.1675)
N (-1.8359, 0.1474, 0.1636)
H (-0.7211, -1.5376, -0.2792)
H (2.3840, -0.7633, 0.8045)
H (0.7444, 1.2855, -0.8178)
H (-2.5342, 0.9072, 0.2243)

Force components x, y, z for each atom (eV/Å):
C -0.9638 -3.2489 0.2196
C -2.3146 -1.8601 1.3852
C 0.7358 2.8246 -2.2607
N -0.2493 1.0113 -0.5274
H 0.5601 2.4393 0.2654
H 1.6628 0.1778 -0.0074
H -0.5293 -0.8060 0.7077
H 1.0984 -0.5380 0.2175

Output
HOMO-LUMO gap (spin up / spin down) ... 7.76 / 8.21 eV
E ... -170.979629 a.u.
E_HOMO (spin up / spin down) ... -15.62 / -15.79 eV
Energy relative to the best compared isomer or geometry (same formula, charge and spin) ... 326.7 kJ/mol
Net charge ... +1



C6H6N2S2 | the ωB97M-V functional and the def2-TZVPD basis

Geometry (Å):
C (0.1091, 2.4238, -2.2516)
C (-0.5125, 0.5432, -0.4390)
C (-1.6644, 1.3343, -0.1617)
C (-0.3251, -0.5186, 0.4435)
C (1.4095, -2.6621, 1.4486)
C (-0.9856, -0.6763, 1.6768)
H (0.2819, 3.0980, -1.2803)
H (0.9426, 2.6279, -2.9950)
H (-0.9247, 2.5548, -2.6046)
H (2.2630, -3.3569, 1.1771)
H (1.5993, -1.8874, 2.2514)
H (0.5779, -3.3080, 1.7621)
N (-2.7430, 1.8695, 0.0539)
N (-1.4464, -1.1003, 2.6723)
S (0.5694, 0.8024, -1.7154)
S (0.8491, -1.7442, -0.0381)

Force components x, y, z for each atom (eV/Å):
C 1.3453 2.0873 1.7447
C -0.5331 -1.5145 2.6740
C -6.3714 3.1500 0.9198
C 0.8547 0.7949 -1.1717
C -0.5058 0.3880 0.6515
C -1.5714 -1.8076 2.4057
H -0.4412 -1.0099 -2.4172
H -1.4182 0.2239 0.6765
H 0.6003 -0.1865 -0.1492
H -0.8086 1.3655 0.2129
H 0.2604 -1.2606 -0.8283
H 0.2634 0.2517 0.0856
N 6.4055 -2.8960 -1.2477
N 1.0774 1.3661 -2.1491
S 0.3789 -0.7249 -1.0637
S 0.4640 -0.2274 -0.3437

Output
Structure (SMILES) ... CS/C(C#N)=C(/C#N)SC
HOMO-LUMO gap ... 7.57 eV
E ... -1138.032704 a.u.
E_HOMO ... -8.50 eV
Energy relative to the best compared isomer or geometry (same formula, charge and spin) ... 132.7 kJ/mol